Density functional theory data (ωB97M-V/def2-TZVPD) for a structure of composition C52H62ClLaN2O2P3Si2.

```
125
Properties=species:S:1:pos:R:3:forces:R:3:mulliken_charge:R:1
La 0.25670 -0.07532 0.14320 -0.1 -0.2 0.4 1.8177
C 2.21896 -3.19016 3.66035 -0.1 -0.2 0.3 -1.3100
Si 2.58125 -1.94235 2.30593 -0.2 0.0 0.1 0.5012
C 2.23042 -0.24999 3.02519 -0.1 0.3 0.1 -0.4065
C 4.43134 -1.95838 2.06227 0.4 -0.1 -0.2 -1.1594
N 1.54486 -2.19356 0.97417 0.1 0.0 -0.6 0.2152
P 1.40560 -2.86724 -0.48472 0.2 -0.5 -0.4 0.9130
C 0.09791 -2.26383 -1.37583 -0.2 -0.5 0.6 -1.5925
P -1.42663 -2.67697 -0.79614 -0.2 0.1 -0.6 1.0628
N -2.06148 -1.63082 0.28719 0.4 -0.2 -0.2 0.4028
Si -3.71850 -1.44844 0.69277 0.2 0.2 -0.1 0.1607
C -4.65683 -3.03391 1.00050 -0.1 -0.3 0.0 -1.0333
C -3.86121 -0.48159 2.28866 -0.1 0.2 0.3 -0.9796
C -4.65601 -0.45530 -0.57262 -0.2 0.2 -0.3 -0.7670
C -2.56840 -2.67444 -2.25789 -0.1 0.0 0.0 0.2926
C -2.40597 -1.64901 -3.19749 0.0 -0.1 0.1 -0.3302
C -3.28585 -1.50220 -4.25837 0.0 -0.1 0.0 -0.6179
C -4.34825 -2.38964 -4.41682 0.1 0.1 0.0 -0.6894
C -4.51589 -3.41844 -3.50442 0.1 0.0 0.1 -0.9161
C -3.63423 -3.55324 -2.43176 -0.1 0.0 -0.1 -0.2648
C -1.56508 -4.38167 -0.13221 -0.1 0.0 0.2 0.3608
C -1.49566 -5.49508 -0.96924 0.0 0.0 0.0 -0.1299
C -1.49259 -6.78144 -0.44632 0.0 0.1 0.0 -0.9264
C -1.55045 -6.97583 0.92782 0.0 0.0 0.0 -0.6884
C -1.60087 -5.87833 1.77632 0.0 0.1 -0.1 -0.9250
C -1.60805 -4.59277 1.24747 -0.1 0.0 -0.1 -0.2501
C 1.55269 -4.70811 -0.37454 0.0 -0.1 0.0 0.9841
C 1.72242 -5.36549 0.83510 0.0 0.0 0.0 0.1924
C 1.93885 -6.74425 0.87509 0.0 0.1 0.0 -0.6633
C 1.98561 -7.47366 -0.30045 0.0 0.1 -0.1 -0.5368
C 1.80289 -6.82582 -1.52187 0.0 0.1 0.1 -0.8491
C 1.58661 -5.45737 -1.55747 0.1 0.0 0.1 -0.8592
C 2.88967 -2.68145 -1.56856 0.1 0.1 0.1 0.9006
C 2.75408 -2.26615 -2.88741 0.1 0.0 0.0 0.0934
C 3.86864 -2.13950 -3.71071 0.0 0.0 0.1 -0.7966
C 5.13484 -2.43582 -3.22100 -0.1 0.0 0.0 -0.5961
C 5.27562 -2.89065 -1.91367 -0.1 0.0 0.0 -0.8490
C 4.15710 -3.02122 -1.10275 0.0 -0.1 0.0 -0.9640
H 2.43228 -2.74842 4.64389 0.0 -0.1 -0.1 0.3922
H 2.83121 -4.09627 3.56424 -0.1 0.1 0.0 0.3064
H 1.16034 -3.47816 3.64181 0.1 0.1 0.0 0.2365
H 2.94542 -0.04701 3.83200 -0.1 0.0 -0.1 0.4904
H 1.21997 -0.18023 3.43438 0.1 0.0 0.0 0.2103
H 2.37364 0.54477 2.27938 0.0 -0.1 0.1 -0.3197
H 4.87253 -1.50509 2.95914 0.0 -0.1 -0.1 0.4441
H 4.72451 -1.36048 1.19208 0.0 -0.1 0.1 0.2365
H 4.84867 -2.96756 1.95365 0.0 0.1 0.0 0.3082
H -4.28673 -3.54561 1.89567 -0.1 0.0 -0.1 0.2897
H -4.58953 -3.74269 0.16890 -0.1 0.1 0.1 0.2008
H -5.71695 -2.79025 1.15423 0.1 -0.1 0.0 0.4537
H -3.56269 -1.07717 3.16197 -0.1 0.1 -0.1 0.4059
H -4.91011 -0.18718 2.43590 0.2 0.0 0.0 0.3773
H -3.26615 0.44086 2.25400 -0.1 -0.2 0.0 -0.0982
H -4.74837 -0.98341 -1.52985 0.0 0.1 0.1 0.2027
H -4.14563 0.49905 -0.75912 -0.1 -0.1 0.0 0.1000
H -5.66665 -0.23484 -0.20265 0.1 0.0 -0.1 0.4191
H -1.56224 -0.97570 -3.09335 0.0 0.0 0.0 0.0352
H -3.14360 -0.69773 -4.97162 0.0 0.0 0.0 0.4246
H -5.03567 -2.27874 -5.24861 0.0 0.0 0.0 0.3576
H -5.33650 -4.11820 -3.61793 0.0 0.0 0.0 0.3993
H -3.79068 -4.35971 -1.72610 0.0 0.0 0.0 0.2927
H -1.41079 -5.35198 -2.04123 0.0 0.0 0.0 0.5746
H -1.42539 -7.63407 -1.11213 0.0 0.0 0.0 0.4296
H -1.53616 -7.98142 1.33540 0.0 0.1 0.0 0.3726
H -1.62626 -6.02125 2.85035 0.0 0.0 0.0 0.4297
H -1.64067 -3.74345 1.91777 0.0 0.0 0.0 0.3637
H 1.67115 -4.79613 1.75710 0.0 -0.1 -0.1 0.0164
H 2.06705 -7.24311 1.82943 0.0 0.0 0.0 0.4033
H 2.15700 -8.54392 -0.27062 0.0 0.0 0.0 0.3744
H 1.83228 -7.39298 -2.44528 0.0 0.0 0.0 0.4014
H 1.44599 -4.94996 -2.50752 0.0 0.0 0.0 0.3775
H 1.75292 -2.05649 -3.24867 0.0 0.0 0.0 0.4243
H 3.74869 -1.81002 -4.73711 0.0 0.0 0.0 0.4074
H 6.00690 -2.32381 -3.85633 0.0 0.0 0.0 0.3620
H 6.25703 -3.14181 -1.52702 0.0 0.0 0.0 0.4131
H 4.27334 -3.40146 -0.09371 0.0 0.1 -0.1 0.5603
C 3.20584 3.50850 0.75014 -0.1 0.2 0.0 -1.0317
C 2.52328 4.80475 0.38524 0.1 -0.2 0.1 0.8873
C 3.10124 6.00989 0.80526 -0.1 0.0 0.0 -0.8962
C 2.53955 7.23778 0.49817 0.0 -0.1 0.0 -0.6493
C 1.36539 7.28157 -0.24537 0.1 0.0 0.1 -0.9528
C 0.78493 6.09622 -0.66034 0.0 0.0 0.0 -0.1195
C 1.34090 4.84915 -0.36212 -0.1 0.0 -0.1 0.0237
P 0.44833 3.31332 -0.95563 0.0 0.3 0.0 2.3558
C 0.26206 3.68679 -2.75858 0.0 -0.1 0.0 0.1521
C 1.26317 4.43942 -3.37995 -0.1 0.0 0.0 -1.4258
C 1.29382 4.63487 -4.75376 -0.1 0.0 0.0 -0.7517
C 0.30803 4.06795 -5.54561 0.0 0.0 0.0 -0.8303
C -0.67479 3.29379 -4.94769 0.0 0.0 0.0 -0.5720
C -0.71350 3.07377 -3.57098 0.0 -0.1 0.0 1.0360
C -1.79347 2.14667 -3.05933 0.0 0.1 0.0 -1.0607
C -1.20555 3.60672 -0.24600 -0.1 0.1 -0.1 0.8785
C -2.17232 4.43250 -0.82854 0.1 -0.1 -0.1 -0.7937
C -3.44497 4.55805 -0.30149 0.0 -0.1 0.1 -0.9220
C -3.75497 3.83046 0.84900 0.1 0.0 0.0 -0.8768
C -2.80615 3.02976 1.45153 0.0 0.0 -0.1 -0.6418
C -1.48914 2.89555 0.94636 0.0 -0.1 0.3 0.5334
C -0.50264 2.04000 1.61488 -0.5 0.6 -0.1 -2.0312
H 4.13555 3.70633 1.28466 0.0 0.0 0.0 0.4290
H 3.43237 2.90238 -0.12553 0.0 0.1 0.0 0.2151
H 2.57967 2.88347 1.38989 0.0 0.0 0.0 0.0766
H 4.01770 5.96792 1.38549 0.0 0.0 0.0 0.3683
H 3.01327 8.15338 0.83519 0.0 0.0 0.0 0.3707
H 0.90280 8.22854 -0.49777 0.0 0.0 0.0 0.4371
H -0.12674 6.14341 -1.24005 0.0 0.0 0.0 0.2555
H 2.04053 4.88901 -2.77560 0.0 0.0 0.0 0.4180
H 2.08671 5.22516 -5.19678 0.0 0.0 0.0 0.4302
H 0.31146 4.21023 -6.62002 0.0 0.0 0.0 0.3719
H -1.43323 2.82218 -5.56536 0.0 0.0 0.0 0.4341
H -2.06938 1.43379 -3.83893 0.0 0.0 0.0 0.2402
H -2.69361 2.68642 -2.76362 0.0 0.1 0.0 0.5223
H -1.47623 1.57864 -2.19022 0.1 0.0 0.1 -0.3024
H -1.93722 4.95527 -1.75035 0.0 0.0 0.0 0.3714
H -4.18207 5.19224 -0.77836 0.0 0.0 0.0 0.4062
H -4.74708 3.90130 1.28206 0.0 0.0 0.0 0.3843
H -3.06093 2.49575 2.36002 0.0 0.1 0.0 0.3915
H -0.83489 1.76695 2.61838 0.0 0.0 0.0 0.4828
H 0.47002 2.53699 1.70405 0.0 -0.1 0.0 0.5192
O 0.79740 0.58937 -2.54469 -0.1 0.3 0.0 -0.1181
H 0.82334 0.02865 -3.32532 -0.1 -0.3 0.2 0.1304
H 1.71944 0.66220 -2.23225 0.1 0.0 0.0 0.0798
O -0.79667 -1.00943 2.73208 0.2 -0.2 0.0 -0.5771
H -1.22347 -1.60527 2.08338 -0.1 0.1 -0.1 -0.1632
H -1.53082 -0.49101 3.07617 0.0 0.1 -0.1 0.1905
Cl 2.91146 0.40158 -0.43961 0.5 0.2 -0.1 -0.5476
```
Positions in Å, forces in eV/Å.

Results
energy relative to the best compared isomer or geometry (same formula, charge and spin)	60.81	kJ/mol
Kohn-Sham gap	6.66	eV
LUMO level	2.410	eV
total charge	-1
E_tot	-119019.393	eV